Record 1
A 2-piece molecular cluster, C4H6NO2 overall, computed with the ωB97M-V functional and the def2-TZVPD basis.

The geometry in XYZ format:
```
13
Properties=species:S:1:pos:R:3:forces:R:3
O -1.33032 -1.65524 -0.64514 -0.1 -0.1 -0.1
C -1.08960 -2.23745 0.43299 0.0 0.2 0.2
O -0.12552 -2.07408 1.21102 0.0 -0.1 0.0
H -1.86738 -2.97755 0.77646 0.0 -0.1 -0.1
C 1.10772 1.65697 -0.36852 -0.3 0.8 0.1
C 1.40410 0.58600 -1.09876 0.1 0.1 -0.4
C -0.74326 0.95060 0.78157 0.3 -0.1 -0.4
N 0.35303 1.59124 0.80454 0.5 -0.9 0.4
H 1.57086 2.61729 -0.58309 -0.1 0.0 0.0
H 1.05299 -0.40896 -0.85497 -0.2 0.0 0.0
H 2.03197 0.72738 -1.97145 0.1 -0.1 0.1
H -1.04332 0.37432 1.65365 -0.5 0.7 0.3
H -1.32128 0.84950 -0.13830 0.2 -0.5 -0.1
```
Positions in Å, forces in eV/Å.

Its HOMO-LUMO gap is 8.3 eV. The calculated total energy comes out at -9830.0608 eV. Its spin multiplicity is 1. The net charge is -1.

These are the Mulliken partial charges, in e, on atoms 1 to 4: O -0.632; C -0.123; O -0.653; H 0.426

Record 2
C11H19N2O2ReS4SbSe4Si as an isolated structure, computed with the ωB97M-V functional and the def2-TZVPD basis.

The geometry in XYZ format:
```
45
Properties=species:S:1:pos:R:3:forces:R:3
Re -0.12857 0.10870 0.75922 -1.4 0.7 0.4
S 0.38457 -0.42102 2.92362 -0.3 0.0 -0.3
S 0.73268 -2.43719 3.27972 0.1 0.4 0.1
S -1.03884 -3.22517 2.68716 -0.2 -0.1 0.1
S -0.55646 -3.89257 0.84874 0.1 0.0 -0.2
Se 3.44867 -3.41293 -0.67919 0.0 0.0 0.1
Sb 2.09435 -1.79821 -1.66594 0.3 -0.3 0.2
Se 1.97149 0.38082 -0.13310 0.4 0.2 -0.6
Se -0.40707 -2.00544 -0.34448 -0.2 -0.5 -0.6
Se 1.68157 -1.24663 -3.89152 -0.1 0.2 0.0
N -0.41944 4.94970 3.69543 0.0 0.1 0.1
C -0.82649 4.11725 2.58122 -0.1 0.1 0.0
C 0.09173 2.93585 2.50311 0.6 -0.8 -0.2
O 0.88941 2.75789 3.51223 -0.1 0.1 0.0
O 0.07949 2.16388 1.54123 -0.1 0.3 0.2
H 0.15963 5.72571 3.40462 0.0 0.1 0.0
H 0.71249 3.53432 4.11278 0.0 -0.1 0.0
H -1.20337 5.31558 4.21597 0.0 0.0 0.0
H -0.84709 4.59795 1.60427 0.0 0.1 -0.1
H -1.81901 3.69409 2.75361 -0.1 0.1 0.0
C -0.14732 2.29381 -2.10356 0.6 0.1 -0.2
Si -1.73615 1.43362 -1.80790 -0.2 0.1 0.7
C -2.01354 -0.05434 -2.81477 -0.1 -0.5 -0.5
C -3.06904 2.68927 -2.06103 -0.3 0.4 0.0
N -1.74772 0.81910 -0.03485 0.6 -0.3 1.1
C -2.96608 0.86001 0.74119 0.4 -0.1 -0.3
C -2.95440 0.81253 2.13869 0.0 0.1 0.2
C -4.14066 0.82568 2.86098 0.0 0.0 -0.1
C -5.36471 0.89246 2.21142 0.0 0.0 -0.1
C -5.38888 0.92772 0.82286 0.1 0.0 0.1
C -4.20785 0.91027 0.10262 0.0 -0.3 -0.2
H -0.35613 3.12096 -2.78916 0.1 -0.1 0.0
H 0.59970 1.64121 -2.56768 -0.1 0.1 0.1
H 0.27523 2.71941 -1.19518 0.1 0.1 0.0
H -2.45209 0.25701 -3.77037 0.1 -0.1 0.0
H -2.71406 -0.74192 -2.33442 0.0 0.0 -0.1
H -1.08277 -0.58513 -3.03301 -0.1 0.0 0.0
H -2.69433 3.37023 -2.83247 -0.1 0.0 0.1
H -3.29613 3.28277 -1.17183 0.0 0.0 -0.1
H -4.00036 2.25564 -2.42822 0.0 0.1 0.0
H -2.02583 0.77366 2.69561 0.0 0.0 -0.1
H -4.09839 0.78015 3.94075 0.0 0.0 0.0
H -6.28881 0.90913 2.77359 0.0 0.0 0.0
H -6.33096 0.95831 0.29209 0.0 0.0 0.0
H -4.26315 0.88414 -0.97547 0.0 0.0 0.1
```
Positions in Å, forces in eV/Å.

Its HOMO-LUMO gap is 5.4 eV. The calculated total energy comes out at -340059.2713 eV. Its spin multiplicity is 1. The net charge is +1.

These are the Mulliken partial charges, in e, on atoms 1 to 4: Re 0.619; S -0.170; S 0.027; S -0.032

Record 3
CH4IPS2 as an isolated structure, computed with the ωB97M-V functional and the def2-TZVPD basis.

The geometry in XYZ format:
```
9
Properties=species:S:1:pos:R:3:forces:R:3
C -1.38109 0.32917 -0.43270 0.3 0.5 3.2
P 1.66489 -0.51989 0.28694 0.8 -0.5 1.2
S -0.67445 1.81309 0.08316 0.7 -0.1 -2.1
S 0.34167 -1.90918 -0.39973 -0.9 0.7 0.3
I -3.09340 -0.29229 0.55922 0.1 -0.2 -0.4
H -1.19294 0.33677 -1.43975 -0.4 -0.7 -2.5
H 2.33389 -0.40045 -0.88084 0.9 0.6 -1.2
H 2.81068 -1.23635 0.86557 -1.0 0.1 -0.1
H -0.80925 1.87913 1.35813 -0.5 -0.4 1.8
```
Positions in Å, forces in eV/Å.

Its HOMO-LUMO gap (alpha / beta) is 7.4 / 6.3 eV. The calculated total energy comes out at -40158.6310 eV. Its spin multiplicity is 1. The net charge is 0.

These are the Mulliken partial charges, in e, on atoms 1 to 4: C -0.668; P 0.004; S -0.103; S -0.212

Record 4
A 2-piece molecular cluster, C2H10N2 overall, computed with the ωB97M-V functional and the def2-TZVPD basis.

The geometry in XYZ format:
```
14
Properties=species:S:1:pos:R:3:forces:R:3
N -0.92392 -0.95151 -1.62558 -0.4 -0.7 0.1
C -0.90192 0.26880 -0.81431 -1.3 -0.7 -0.6
N -1.31857 1.43860 -1.56477 0.9 1.2 0.6
H -1.77436 -1.02120 -2.17701 -0.1 0.0 0.3
H -0.18633 -0.97511 -2.31656 0.3 0.2 0.2
H -1.69896 0.21787 -0.01520 1.2 -0.6 -0.5
H 0.12574 0.24280 -0.39286 -0.8 1.0 -0.1
H -0.61417 1.90627 -2.10840 0.1 -0.1 -0.2
H -2.16944 1.34176 -2.09453 0.0 -0.3 0.1
C 1.91474 -0.42389 2.65888 -0.6 -2.0 -0.6
H 2.13650 -1.38573 3.15829 0.3 0.7 0.3
H 1.99160 -0.72573 1.61717 0.5 0.4 -0.4
H 2.58440 0.38641 2.91421 -0.3 0.1 0.2
H 0.83470 -0.31933 2.76068 0.1 0.8 0.5
```
Positions in Å, forces in eV/Å.

As for the SMILES: NCN.C. Its HOMO-LUMO gap is 9.8 eV. The calculated total energy comes out at -5215.7215 eV. Its spin multiplicity is 1. The net charge is 0.

These are the Mulliken partial charges, in e, on atoms 1 to 4: N -0.612; C -0.144; N -0.558; H 0.211

Repeat the first record exactly.
A 2-piece molecular cluster, C4H6NO2 overall, computed with the ωB97M-V functional and the def2-TZVPD basis.

The geometry in XYZ format:
```
13
Properties=species:S:1:pos:R:3:forces:R:3
O -1.33032 -1.65524 -0.64514 -0.1 -0.1 -0.1
C -1.08960 -2.23745 0.43299 0.0 0.2 0.2
O -0.12552 -2.07408 1.21102 0.0 -0.1 0.0
H -1.86738 -2.97755 0.77646 0.0 -0.1 -0.1
C 1.10772 1.65697 -0.36852 -0.3 0.8 0.1
C 1.40410 0.58600 -1.09876 0.1 0.1 -0.4
C -0.74326 0.95060 0.78157 0.3 -0.1 -0.4
N 0.35303 1.59124 0.80454 0.5 -0.9 0.4
H 1.57086 2.61729 -0.58309 -0.1 0.0 0.0
H 1.05299 -0.40896 -0.85497 -0.2 0.0 0.0
H 2.03197 0.72738 -1.97145 0.1 -0.1 0.1
H -1.04332 0.37432 1.65365 -0.5 0.7 0.3
H -1.32128 0.84950 -0.13830 0.2 -0.5 -0.1
```
Positions in Å, forces in eV/Å.

Its HOMO-LUMO gap is 8.3 eV. The calculated total energy comes out at -9830.0608 eV. Its spin multiplicity is 1. The net charge is -1.

These are the Mulliken partial charges, in e, on atoms 1 to 4: O -0.632; C -0.123; O -0.653; H 0.426

Please write out number 2 again, unchanged.
C11H19N2O2ReS4SbSe4Si as an isolated structure, computed with the ωB97M-V functional and the def2-TZVPD basis.

The geometry in XYZ format:
```
45
Properties=species:S:1:pos:R:3:forces:R:3
Re -0.12857 0.10870 0.75922 -1.4 0.7 0.4
S 0.38457 -0.42102 2.92362 -0.3 0.0 -0.3
S 0.73268 -2.43719 3.27972 0.1 0.4 0.1
S -1.03884 -3.22517 2.68716 -0.2 -0.1 0.1
S -0.55646 -3.89257 0.84874 0.1 0.0 -0.2
Se 3.44867 -3.41293 -0.67919 0.0 0.0 0.1
Sb 2.09435 -1.79821 -1.66594 0.3 -0.3 0.2
Se 1.97149 0.38082 -0.13310 0.4 0.2 -0.6
Se -0.40707 -2.00544 -0.34448 -0.2 -0.5 -0.6
Se 1.68157 -1.24663 -3.89152 -0.1 0.2 0.0
N -0.41944 4.94970 3.69543 0.0 0.1 0.1
C -0.82649 4.11725 2.58122 -0.1 0.1 0.0
C 0.09173 2.93585 2.50311 0.6 -0.8 -0.2
O 0.88941 2.75789 3.51223 -0.1 0.1 0.0
O 0.07949 2.16388 1.54123 -0.1 0.3 0.2
H 0.15963 5.72571 3.40462 0.0 0.1 0.0
H 0.71249 3.53432 4.11278 0.0 -0.1 0.0
H -1.20337 5.31558 4.21597 0.0 0.0 0.0
H -0.84709 4.59795 1.60427 0.0 0.1 -0.1
H -1.81901 3.69409 2.75361 -0.1 0.1 0.0
C -0.14732 2.29381 -2.10356 0.6 0.1 -0.2
Si -1.73615 1.43362 -1.80790 -0.2 0.1 0.7
C -2.01354 -0.05434 -2.81477 -0.1 -0.5 -0.5
C -3.06904 2.68927 -2.06103 -0.3 0.4 0.0
N -1.74772 0.81910 -0.03485 0.6 -0.3 1.1
C -2.96608 0.86001 0.74119 0.4 -0.1 -0.3
C -2.95440 0.81253 2.13869 0.0 0.1 0.2
C -4.14066 0.82568 2.86098 0.0 0.0 -0.1
C -5.36471 0.89246 2.21142 0.0 0.0 -0.1
C -5.38888 0.92772 0.82286 0.1 0.0 0.1
C -4.20785 0.91027 0.10262 0.0 -0.3 -0.2
H -0.35613 3.12096 -2.78916 0.1 -0.1 0.0
H 0.59970 1.64121 -2.56768 -0.1 0.1 0.1
H 0.27523 2.71941 -1.19518 0.1 0.1 0.0
H -2.45209 0.25701 -3.77037 0.1 -0.1 0.0
H -2.71406 -0.74192 -2.33442 0.0 0.0 -0.1
H -1.08277 -0.58513 -3.03301 -0.1 0.0 0.0
H -2.69433 3.37023 -2.83247 -0.1 0.0 0.1
H -3.29613 3.28277 -1.17183 0.0 0.0 -0.1
H -4.00036 2.25564 -2.42822 0.0 0.1 0.0
H -2.02583 0.77366 2.69561 0.0 0.0 -0.1
H -4.09839 0.78015 3.94075 0.0 0.0 0.0
H -6.28881 0.90913 2.77359 0.0 0.0 0.0
H -6.33096 0.95831 0.29209 0.0 0.0 0.0
H -4.26315 0.88414 -0.97547 0.0 0.0 0.1
```
Positions in Å, forces in eV/Å.

Its HOMO-LUMO gap is 5.4 eV. The calculated total energy comes out at -340059.2713 eV. Its spin multiplicity is 1. The net charge is +1.

These are the Mulliken partial charges, in e, on atoms 1 to 4: Re 0.619; S -0.170; S 0.027; S -0.032

Q: net charge of number 1 (C4H6NO2)?
A: -1